(1)
A molecular structure, C33H16Cl7MoN5O4 at a distorted geometry. Source: the OMol25 dataset; level of theory: ωB97M-V/def2-TZVPD.

Structure (XYZ):
```
66
Properties=species:S:1:pos:R:3:forces:R:3
Mo -0.4721 0.0083 -0.2293 -0.014 2.907 0.992
Cl 0.7216 1.9603 3.4123 0.415 0.573 -0.838
Cl 1.5780 -6.0681 -3.1138 -0.309 0.228 0.188
Cl 3.4040 -1.0005 -3.6859 0.389 -0.067 -0.260
Cl 4.8886 4.7088 1.2673 0.934 0.429 0.064
Cl 0.5856 3.6646 -1.7205 -0.415 0.037 -1.110
Cl 3.3460 3.9689 3.8475 -0.732 -0.699 -1.316
Cl 3.6303 4.3742 -1.6575 0.195 0.174 0.581
O 1.0420 -0.2721 -2.2872 -2.122 -0.100 1.657
O -4.3760 1.6820 0.5208 1.826 -0.520 -1.212
O 0.9376 -2.1605 3.1529 0.146 1.510 -0.875
O -0.2602 2.2175 0.5956 -0.660 -2.292 -0.752
N -1.6953 1.1387 -1.7694 0.526 0.426 -0.769
N -2.4077 0.4382 0.7626 2.046 0.225 -3.496
N 1.6664 -0.0450 0.3364 -0.847 -0.004 1.150
N -0.4584 -0.8532 1.8118 3.147 0.619 -3.273
N -0.8570 -1.9230 -1.0676 -1.475 -0.640 0.705
C -3.7606 0.0839 4.0615 -0.165 -0.422 2.561
C -2.8154 -0.8566 4.5676 -0.780 0.416 0.557
C -3.6679 0.5317 2.7791 0.217 0.017 -0.359
C 2.6738 3.5514 2.2367 -0.045 -0.341 0.682
C 2.8035 3.9291 -0.2018 -0.399 -0.011 0.915
C 1.5137 2.7801 2.0787 0.014 0.611 -1.182
C -1.5199 -0.6893 2.5893 -3.405 -0.287 1.140
C 1.5002 3.4665 -0.3318 0.704 -0.744 2.012
C -2.8838 1.5440 -1.2866 -0.247 0.088 -1.335
C 0.2436 -3.9000 -1.9965 -0.030 1.041 -0.045
C 3.2119 -1.0004 1.8583 0.236 0.911 0.247
C -3.8231 2.1805 -2.0897 0.081 0.787 -1.031
C 2.2804 -3.4818 -3.3529 -0.199 -1.289 0.692
C -1.3121 1.5807 -3.0212 -0.556 -0.280 1.012
C 1.3342 -4.3670 -2.7961 0.347 0.647 -0.269
C 0.1659 -2.4683 -1.8302 -0.667 -0.604 0.579
C 2.2575 -2.1165 -3.0986 -2.603 0.091 0.901
C 3.3538 4.0133 1.1052 -0.358 -0.045 -1.180
C 4.0360 0.1943 -0.0903 -0.671 -1.687 3.005
C 1.8579 -0.6864 1.5224 3.904 -0.658 -1.894
C -2.1851 2.2756 -3.8788 0.113 -0.790 1.618
C -2.5656 0.0958 2.0535 0.073 -0.561 1.593
C -3.2771 1.2311 0.1098 -1.650 0.559 0.595
C 2.7199 0.4650 -0.3630 -0.572 -0.136 -0.281
C 1.1176 -1.5588 -2.4067 1.696 0.023 -0.564
C -1.8986 -2.6852 -0.5356 2.315 1.707 -1.282
C 4.3292 -0.5638 1.1047 -2.111 0.662 -1.010
C -3.5045 2.4880 -3.4463 0.590 -0.712 1.231
C -1.8169 -4.0521 -0.6038 0.586 -0.810 -0.879
C -0.7777 -4.6414 -1.3315 0.247 0.644 -0.014
C -1.7270 -1.3000 3.8200 0.696 -0.052 0.881
C 0.8957 2.7538 0.7464 0.500 0.770 1.542
C 0.7549 -1.3004 2.2838 -1.257 -1.176 0.242
H -4.5383 0.5018 4.7768 0.937 -0.773 -1.105
H 3.1068 -3.9262 -3.9155 -0.325 0.236 0.138
H 5.3449 -0.7783 1.4306 -0.271 -0.054 -0.168
H -0.7068 -5.6963 -1.4404 -0.148 -0.808 0.122
H -4.3352 1.2031 2.2336 0.076 -0.428 1.034
H -4.2463 2.8157 -4.1594 -0.106 0.431 0.227
H -2.7837 -2.1892 -0.1205 0.799 0.162 0.136
H 3.3775 -1.5224 2.7962 -0.125 -0.078 -0.190
H -0.9331 -2.0085 4.1708 -1.218 0.799 -0.064
H -2.9481 -1.1965 5.6093 0.121 0.061 -0.704
H 2.5285 1.0875 -1.2345 -0.452 -0.419 0.236
H 4.7526 0.5021 -0.7845 1.151 0.615 -0.671
H -1.7749 2.6226 -4.8098 -0.244 -0.057 -0.343
H -2.6067 -4.6067 -0.1155 0.177 -0.343 -0.188
H -4.7491 2.4903 -1.5746 0.454 -0.403 -0.647
H -0.2761 1.3651 -3.2944 -0.477 -0.119 0.069
```
Positions in Å, forces in eV/Å.

Results
**2S+1**: 3
**⟨S²⟩**: 2.03
**Relative energy (zero: lowest compared OMol25 entry of this formula, charge and spin)**: 2.326 eV
**HOMO-LUMO gap (alpha / beta)**: 5.8 / 5.6 eV
**Strongest force on any atom**: 4.6 eV/Å
**HOMO (alpha / beta)**: -7.35 / -7.53 eV
**LUMO level (alpha / beta)**: -1.510 / -1.930 eV

natural (NBO) analysis output, partial charges in e: 1.571 0.044 0.003 0.052 0.056 0.067 0.017 0.044 -0.697 -0.622 -0.576 -0.737 -0.454 -0.562 -0.462 -0.615 -0.482 -0.218 -0.218 -0.246 -0.022 -0.040 -0.152 0.188 -0.213 0.146 -0.024 -0.205 -0.206 -0.198 0.081 -0.094 0.101 -0.132 -0.167 -0.226 0.159 -0.256 0.091 0.622 0.081 0.339 0.087 -0.119 -0.121 -0.266 -0.092 -0.265 0.415 0.623 0.215 0.246 0.235 0.232 0.280 0.229 0.242 0.251 0.257 0.213 0.252 0.236 0.238 0.243 0.273 0.254


(2)
A single C3H5IN2 molecule at a distorted geometry. Source: the OMol25 dataset; level of theory: ωB97M-V/def2-TZVPD.

Structure (XYZ):
```
11
Properties=species:S:1:pos:R:3:forces:R:3
I 0.1487 1.1171 3.7104 -0.238 -0.516 -0.713
N -1.2928 0.7450 0.9506 4.261 -0.318 0.527
N -0.6087 -0.0830 1.7231 -0.422 0.582 0.861
C 0.8348 -0.6611 -0.0836 -0.884 0.713 -2.991
C 0.6832 -0.5381 -1.4163 1.492 -0.169 3.437
C 0.5907 -0.6303 1.1914 0.270 0.740 1.034
H -0.7757 1.3671 0.3740 0.172 0.458 -0.710
H -2.2158 0.6267 0.8466 -3.875 -0.416 -0.012
H 1.3296 0.1127 -1.9537 0.167 0.797 -0.378
H 0.1380 -1.2351 -1.9629 -0.898 -1.221 -0.856
H 1.2694 -0.9031 1.9864 -0.044 -0.650 -0.198
```
Positions in Å, forces in eV/Å.

Results
**Relative energy (zero: lowest compared OMol25 entry of this formula, charge and spin)**: 2.896 eV
**HOMO-LUMO gap (alpha / beta)**: 7.4 / 7.4 eV
**SMILES string**: C=C=CN(N)I
**Strongest force on any atom**: 4.3 eV/Å
**HOMO (alpha / beta)**: -8.49 / -8.49 eV
**LUMO level (alpha / beta)**: -1.120 / -1.121 eV

natural (NBO) analysis output, partial charges in e: -0.133 -0.560 -0.177 0.041 -0.428 -0.154 0.360 0.379 0.217 0.212 0.244


(3)
A molecular structure, C14H32NPtS3SbSi4Te at a distorted geometry. Source: the OMol25 dataset; level of theory: ωB97M-V/def2-TZVPD.

Structure (XYZ):
```
57
Properties=species:S:1:pos:R:3:forces:R:3
Pt -0.2673 -0.6260 1.0913 0.931 0.550 0.255
Te -2.3805 0.9070 1.0884 -0.688 0.201 0.202
Sb 1.1659 2.2976 1.0241 0.470 -0.852 0.083
S 0.8682 0.6591 -0.7269 -0.312 0.147 0.403
S 3.3834 2.9419 0.9098 -0.195 0.181 0.044
S 1.0417 0.5007 2.6819 -0.200 0.360 -0.346
Si -3.8041 0.3330 3.1023 0.167 0.031 -0.179
Si -3.1195 -1.1855 4.7831 -0.018 -0.250 0.255
Si -4.2275 2.3870 4.1669 -0.179 0.405 0.237
Si -5.7413 -0.5135 2.0764 -0.397 -0.087 -0.160
N -0.8335 -2.4160 0.0380 0.155 -0.643 0.014
C -1.3929 -0.9015 5.4745 -0.105 0.083 -0.128
C 0.3608 -2.8030 -0.4597 -0.216 -0.256 -0.136
C -0.7230 -4.2858 1.5510 0.094 -0.176 0.000
C -4.4622 3.7943 2.9235 0.085 -0.262 -0.071
C -2.8100 2.8447 5.3382 0.010 -0.200 -0.167
C -4.3672 -1.0223 6.2116 0.047 0.081 -0.208
C 1.0452 -3.9163 -0.0030 0.032 -0.056 -0.004
C 0.4920 -4.6841 1.0122 -0.088 0.189 -0.066
C -5.8215 2.3461 5.2039 0.102 -0.138 -0.074
C -3.2302 -2.9957 4.2181 0.017 0.203 -0.112
C -1.3377 -3.1491 1.0532 -0.189 0.001 -0.329
C -5.3625 -2.0606 1.0465 0.176 0.149 0.167
C -7.1011 -0.9502 3.3313 0.165 0.024 -0.034
C -6.4661 0.7767 0.8919 0.192 0.024 0.174
H 0.9985 -5.5720 1.3665 0.004 0.020 0.072
H -4.2559 -0.0650 6.7265 -0.007 -0.004 -0.022
H -4.2157 -3.2259 3.8054 0.024 0.003 -0.003
H -5.2828 3.5663 2.2380 0.010 0.005 0.001
H -5.6854 1.1409 0.2198 -0.012 -0.001 -0.002
H -2.4797 -3.2042 3.4527 -0.071 0.006 0.092
H -3.5638 3.9381 2.3196 -0.005 -0.016 0.014
H -6.8606 1.6354 1.4420 0.009 -0.004 0.002
H -6.6979 2.2191 4.5629 0.007 -0.007 -0.002
H -4.2248 -1.8153 6.9502 0.067 -0.033 -0.028
H -6.2310 -2.3965 0.4753 -0.070 0.067 0.040
H -7.2955 -0.1010 3.9910 -0.007 -0.019 0.013
H -2.8894 3.8759 5.6905 -0.089 0.014 -0.033
H -1.1943 -4.8467 2.3469 -0.009 0.019 0.002
H -4.5596 -1.8375 0.3386 0.001 -0.002 0.012
H -0.6634 -0.8762 4.6661 0.093 0.042 -0.084
H -8.0401 -1.2122 2.8369 0.023 -0.008 -0.054
H -6.8051 -1.7962 3.9573 -0.002 0.009 0.000
H 0.7393 -2.2188 -1.2875 0.041 0.154 0.099
H -4.6952 4.7352 3.4281 0.009 -0.025 0.083
H -5.0347 -2.8904 1.6783 -0.001 0.008 -0.023
H -5.8118 1.5237 5.9232 -0.027 0.019 -0.024
H -5.9519 3.2768 5.7626 0.054 0.034 -0.029
H -1.8431 2.7343 4.8402 -0.015 -0.007 -0.013
H -1.3266 0.0563 5.9954 -0.001 0.001 -0.021
H -7.2754 0.3666 0.2830 -0.004 -0.082 0.043
H -5.3943 -1.0889 5.8428 0.012 0.020 0.035
H -1.0965 -1.6914 6.1702 -0.120 -0.025 0.015
H -2.3056 -2.8273 1.4201 0.048 0.081 -0.023
H 2.0071 -4.1607 -0.4324 -0.032 -0.033 -0.042
H -3.0505 -3.6770 5.0536 0.018 0.062 0.068
H -2.8042 2.1913 6.2149 -0.006 -0.007 -0.009
```
Positions in Å, forces in eV/Å.

Results
**2S+1**: 4
**⟨S²⟩**: 3.78
**Relative energy (zero: lowest compared OMol25 entry of this formula, charge and spin)**: 0.150 eV
**HOMO-LUMO gap (alpha / beta)**: 6.0 / 4.9 eV
**Total charge**: -1
**Strongest force on any atom**: 1.1 eV/Å
**HOMO (alpha / beta)**: -3.59 / -4.17 eV
**LUMO level (alpha / beta)**: 2.374 / 0.727 eV

natural (NBO) analysis output, partial charges in e: 0.512 -0.349 0.990 -0.715 -0.606 -0.703 -0.242 1.285 1.274 1.271 -0.484 -1.111 0.038 -0.265 -1.105 -1.107 -1.102 -0.267 -0.164 -1.105 -1.098 0.008 -1.110 -1.109 -1.107 0.212 0.229 0.227 0.231 0.251 0.226 0.251 0.226 0.226 0.227 0.227 0.232 0.228 0.221 0.252 0.262 0.226 0.226 0.224 0.225 0.223 0.230 0.226 0.253 0.238 0.225 0.231 0.225 0.218 0.221 0.227 0.225


(4)
A single C20H28N4O6 molecule at a distorted geometry. Source: the OMol25 dataset; level of theory: ωB97M-V/def2-TZVPD.

Structure (XYZ):
```
58
Properties=species:S:1:pos:R:3:forces:R:3
O 1.3253 -1.9457 3.3905 0.393 0.225 -0.216
O 3.9159 -0.1142 -1.3656 0.230 -0.041 -0.248
O -2.8841 -2.4547 0.6455 -0.364 -0.239 0.031
O 2.3807 -2.1079 0.9468 0.215 0.099 0.393
O 0.9631 -3.7634 0.3518 0.078 0.040 0.304
O 0.3690 -1.9525 -2.4604 0.132 -0.124 -0.188
N 1.7231 0.0104 -0.8504 -0.684 0.240 0.258
N -1.2491 -2.1629 -0.8852 -0.123 -0.255 -0.434
N 0.5060 0.5659 1.5561 -0.175 -0.170 -0.014
N -1.2654 -0.9125 1.0776 0.146 0.020 0.038
C -1.8716 -1.8958 0.2952 0.190 0.072 -0.067
C 2.2234 3.5181 -3.5018 -0.217 -0.145 -0.145
C -0.0725 -0.3435 0.7165 0.243 0.134 -0.496
C 1.6094 1.3506 -1.4165 0.129 0.158 -0.376
C -2.5644 0.9322 2.1332 -0.142 -0.201 -0.069
C 1.1683 1.2963 -2.8788 0.003 0.177 0.040
C 0.8642 -2.8821 2.5286 -0.762 -0.733 0.201
C 2.9117 -0.6326 -0.9277 0.166 -0.469 0.543
C 0.6424 -2.0955 4.5313 -0.584 -0.407 0.424
C 0.9538 2.6698 -3.5264 0.005 -0.040 0.117
C -0.2111 3.4268 -2.8898 0.149 -0.136 -0.223
C -1.9900 -0.4814 2.2612 -0.282 0.314 0.404
C 2.9403 -2.0562 -0.3642 0.195 -0.211 -0.597
C -0.2662 -3.1089 4.4303 0.318 0.442 0.157
C -0.1267 -3.6232 3.1255 0.648 0.390 -0.564
C -3.5578 1.0841 0.9750 0.170 0.107 0.013
C -0.0692 -1.6068 -1.3854 -0.237 0.316 0.412
C 0.5095 -0.6352 -0.4927 0.203 -0.024 -0.091
C -2.8981 1.4678 -0.3461 -0.203 -0.063 0.105
C 1.3953 -2.9868 1.1673 0.028 -0.090 -0.267
H -1.7597 1.6595 2.0133 -0.021 0.073 0.094
H 2.4513 3.8490 -2.4916 0.079 0.064 0.132
H -0.4324 4.3238 -3.4637 -0.065 0.131 -0.005
H -2.8066 -1.1981 2.3788 0.231 0.111 0.077
H 0.2839 0.5058 2.5359 -0.003 -0.019 -0.026
H -0.6731 -4.4227 2.6708 -0.094 -0.178 -0.170
H 1.9293 0.7497 -3.4380 -0.005 -0.083 -0.012
H -4.2759 1.8645 1.2347 -0.053 -0.058 0.010
H -1.3468 -0.5571 3.1445 -0.028 -0.113 -0.071
H 0.8878 -1.4345 5.3402 0.119 0.121 0.039
H 2.3922 -2.7316 -1.0310 0.114 0.125 0.084
H 0.8884 1.9060 -0.8130 0.063 0.022 0.034
H -0.9453 -3.4435 5.1865 -0.118 -0.027 0.214
H 0.0292 3.7315 -1.8738 -0.012 0.059 0.157
H 2.0975 4.4008 -4.1249 0.041 0.129 -0.028
H -1.6558 -2.9084 -1.4393 0.044 0.132 0.130
H -1.1049 2.8073 -2.8656 -0.154 -0.039 0.044
H -3.6601 1.6428 -1.1020 -0.003 0.032 -0.145
H 3.0694 2.9492 -3.8785 0.170 -0.020 -0.033
H 0.6948 2.4793 -4.5742 0.014 0.003 0.050
H -3.0726 1.1470 3.0752 0.063 0.021 0.063
H 0.2402 0.7251 -2.9473 -0.002 -0.071 -0.015
H -2.3177 2.3813 -0.2315 0.096 0.094 -0.035
H 2.5962 1.8094 -1.3392 -0.129 0.072 0.068
H -4.1132 0.1533 0.8501 -0.121 -0.015 0.035
H 1.4818 0.7346 1.3572 -0.027 -0.040 -0.012
H 3.9857 -2.3700 -0.3027 -0.193 0.127 -0.004
H -2.2390 0.6856 -0.7123 0.122 -0.038 -0.117
```
Positions in Å, forces in eV/Å.

Results
**Relative energy (zero: lowest compared OMol25 entry of this formula, charge and spin)**: 0.053 eV
**HOMO-LUMO gap**: 8.8 eV
**SMILES string**: CCCCn1c(N)c(N(CCC(C)C)C(=O)COC(=O)c2ccco2)c(=O)[nH]c1=O
**Strongest force on any atom**: 1.1 eV/Å
**HOMO**: -8.65 eV
**LUMO level**: 0.173 eV

natural (NBO) analysis output, partial charges in e: -0.382 -0.606 -0.626 -0.501 -0.582 -0.611 -0.456 -0.631 -0.797 -0.457 0.809 -0.609 0.468 -0.224 -0.414 -0.404 0.124 0.675 0.105 -0.210 -0.608 -0.231 -0.186 -0.316 -0.224 -0.406 0.645 -0.119 -0.605 0.759 0.205 0.197 0.210 0.263 0.399 0.253 0.220 0.207 0.192 0.210 0.248 0.195 0.239 0.194 0.208 0.436 0.207 0.216 0.214 0.200 0.215 0.209 0.203 0.232 0.211 0.418 0.221 0.197


(5)
A single C4H8OS molecule at a distorted geometry. Source: the OMol25 dataset; level of theory: ωB97M-V/def2-TZVPD.

Structure (XYZ):
```
14
Properties=species:S:1:pos:R:3:forces:R:3
S -2.7897 -0.6396 -0.9489 -0.453 0.007 -0.273
O 2.0154 0.0751 1.9160 0.327 -0.150 0.198
C 1.1365 0.1803 -0.2935 0.727 -0.790 0.738
C -0.2263 -0.2977 0.2039 -0.915 -0.008 -1.176
C 2.2353 -0.1109 0.7491 -1.044 0.448 -0.086
C -1.4280 0.4148 -0.5120 1.899 0.930 0.911
H -0.3487 -1.3394 -0.0903 0.299 -0.218 0.384
H 3.2285 -0.4400 0.4162 0.158 -0.082 -0.205
H 1.2096 1.2596 -0.4357 -0.213 0.099 -0.236
H -3.3956 -0.7250 0.2373 0.063 0.029 0.179
H 1.3737 -0.3566 -1.2117 0.106 0.366 -0.228
H -1.0524 0.8927 -1.4196 -0.198 -0.415 -0.318
H -0.3264 -0.2035 1.2764 0.054 -0.009 0.197
H -1.6320 1.2903 0.1129 -0.807 -0.208 -0.085
```
Positions in Å, forces in eV/Å.

Results
**Relative energy (zero: lowest compared OMol25 entry of this formula, charge and spin)**: 0.755 eV
**HOMO-LUMO gap**: 10.1 eV
**SMILES string**: O=CCCCS
**Strongest force on any atom**: 2.3 eV/Å
**HOMO**: -9.18 eV
**LUMO level**: 0.943 eV

natural (NBO) analysis output, partial charges in e: -0.012 -0.522 -0.510 -0.410 0.447 -0.550 0.209 0.114 0.229 0.122 0.214 0.220 0.226 0.223


(6)
2 unconnected molecules or ions with the total composition C5H13NO at a distorted geometry. Source: the OMol25 dataset; level of theory: ωB97M-V/def2-TZVPD.

Structure (XYZ):
```
20
Properties=species:S:1:pos:R:3:forces:R:3
O 2.7248 2.1670 0.0648 0.741 -0.781 0.159
N -2.2218 -0.3097 -0.0414 0.421 0.044 -0.269
C -1.0012 1.7481 0.1335 -0.374 0.422 -0.457
C 0.2032 -2.7004 0.2713 0.421 0.106 0.058
C -1.0913 0.4711 -0.2591 0.438 0.047 0.892
C 0.6262 -1.2257 0.4609 0.341 -0.296 -1.035
C 0.1574 -0.2907 -0.6712 -0.458 1.072 0.385
H 1.7170 -1.2324 0.4659 0.010 0.217 -0.052
H -0.0100 -0.7283 -1.6569 0.162 -0.473 0.131
H -0.1103 2.3465 0.0494 0.292 -0.243 -0.223
H 0.9095 0.4835 -0.7958 0.134 -0.115 -0.183
H 1.9386 2.1032 -0.4681 -0.376 0.388 -0.141
H -2.1115 -1.2811 -0.2695 -0.416 0.005 -0.210
H 1.0881 -3.3253 0.3444 0.103 -0.203 0.490
H -3.1315 0.1081 -0.1382 0.054 -0.163 0.045
H -1.8373 2.3320 0.4875 -0.336 -0.241 0.175
H 0.3382 -0.7171 1.3790 -0.206 -0.525 0.252
H 2.8095 3.0455 0.4211 -0.268 0.463 -0.008
H -0.5278 -3.0553 0.9946 -0.159 -0.025 -0.161
H -0.0921 -2.9185 -0.7597 -0.522 0.299 0.153
```
Positions in Å, forces in eV/Å.

Results
**Relative energy (zero: lowest compared OMol25 entry of this formula, charge and spin)**: 1.430 eV
**HOMO-LUMO gap**: 9.1 eV
**SMILES string**: C=C(N)CCC.O
**Strongest force on any atom**: 1.2 eV/Å
**HOMO**: -8.13 eV
**LUMO level**: 0.964 eV

natural (NBO) analysis output, partial charges in e: -0.942 -0.834 -0.533 -0.629 0.210 -0.410 -0.429 0.212 0.207 0.182 0.202 0.469 0.382 0.215 0.391 0.193 0.224 0.474 0.213 0.202


Which value of strongest force on any atom does entry 2 give?
4.3 eV/Å


Which of these has the highest relative energy (zero: lowest compared OMol25 entry of this formula, charge and spin)?
C3H5IN2


Among the records above, which one has the highest relative energy (zero: lowest compared OMol25 entry of this formula, charge and spin)?
C3H5IN2


Which of these has the highest strongest force on any atom?
C33H16Cl7MoN5O4